DFT (ωB97M-V with the def2-TZVPD basis set) results for 11 unconnected molecules or ions with the total composition C46H89F12N3O12 in a non-equilibrium geometry.

```
162
Properties=species:S:1:pos:R:3:forces:R:3:lowdin_charge:R:1
C 2.8445 0.8357 2.6666 -0.300 -0.214 -0.151 -0.05
C 3.8044 -0.1281 1.9695 -0.148 -0.692 0.737 -0.25
N 5.1458 -0.1869 2.5264 1.065 0.041 0.041 -0.18
C 5.7997 1.1231 2.5828 0.448 -0.395 -1.017 -0.26
C 5.9664 1.7558 1.1812 0.203 -0.350 0.607 -0.07
C 5.3251 -0.8257 3.8567 -0.065 1.017 -1.400 -0.26
C 4.9805 -2.2695 3.9136 -1.425 -0.123 0.279 -0.09
H 3.0994 1.8916 2.5753 -0.107 0.011 -0.293 0.06
H 2.7568 0.6360 3.7345 0.257 -0.165 0.109 0.07
H 1.8496 0.6178 2.2782 -0.113 0.456 -0.198 0.06
H 3.3454 -1.1138 2.0464 0.168 -0.227 0.257 0.09
H 3.8717 -0.0278 0.8862 -0.057 0.636 0.004 0.08
H 5.3335 1.8430 3.2554 -0.482 0.121 0.198 0.11
H 6.7669 0.9124 3.0394 0.244 0.295 -0.248 0.11
H 6.5826 1.1283 0.5373 -0.046 -0.166 0.048 0.07
H 5.0028 1.8833 0.6880 0.022 0.161 0.040 0.03
H 6.4816 2.7132 1.2593 -0.173 0.130 0.017 0.07
H 4.7027 -0.2185 4.5139 0.350 -0.180 0.956 0.11
H 6.3896 -0.7941 4.0889 -0.059 0.757 0.112 0.11
H 5.4950 -2.7033 4.7710 0.051 -0.388 -0.302 0.08
H 5.1632 -2.7557 2.9553 0.328 -0.209 0.206 0.08
H 3.9123 -2.3179 4.1248 -0.173 -0.547 -0.088 0.06
C -4.0953 -3.1192 2.3365 -1.122 -0.704 0.310 -0.07
C -4.6995 -2.1656 3.3845 0.100 -0.284 -0.991 -0.25
N -3.7770 -1.0834 3.6100 -0.632 1.022 -0.887 -0.19
C -2.6745 -1.4189 4.4992 -0.035 1.138 -0.219 -0.23
C -1.4471 -0.5293 4.3024 0.717 0.077 0.340 -0.08
C -4.4072 0.2615 3.8326 0.612 -0.820 -0.558 -0.20
C -5.5213 0.6290 2.8143 0.714 -0.252 0.234 -0.08
H -4.8330 -3.8619 2.0325 -0.176 -0.522 0.549 0.07
H -3.2239 -3.6530 2.7158 0.220 0.174 -0.380 0.06
H -3.9866 -2.6551 1.3563 0.742 0.617 0.393 0.04
H -5.6473 -1.8620 2.9400 0.151 0.642 0.029 0.10
H -5.0212 -2.6134 4.3247 0.227 -0.697 0.253 0.11
H -3.0577 -1.3695 5.5184 0.257 0.123 0.615 0.11
H -2.2662 -2.4243 4.3967 -0.644 -0.282 -0.516 0.09
H -0.9596 -0.6122 3.3310 -0.525 -0.224 -0.216 0.04
H -1.5429 0.5416 4.4816 -0.416 -0.043 0.227 0.07
H -0.6701 -0.8993 4.9712 0.035 0.149 0.287 0.06
H -3.5927 0.9737 3.7001 -0.032 0.179 -0.019 0.08
H -4.7294 0.3932 4.8655 -0.360 -0.092 0.295 0.11
H -5.1888 0.3792 1.8067 0.131 -0.039 -0.098 0.06
H -5.6808 1.7072 2.8257 -0.053 0.004 0.171 0.06
H -6.4837 0.1356 2.9504 0.099 0.003 0.282 0.07
C -4.9246 3.6808 -3.5896 1.022 -0.510 0.806 -0.07
C -4.8250 4.5984 -2.3664 -0.199 -0.308 0.232 -0.24
N -4.0391 4.0787 -1.2172 0.788 0.159 0.340 -0.15
C -2.6140 3.7552 -1.5099 -0.353 0.561 -0.140 -0.25
C -1.8782 4.8836 -2.2220 -0.187 0.227 -0.314 -0.09
C -4.6955 3.0968 -0.3343 -1.303 0.265 -1.136 -0.25
C -6.1254 3.4772 0.1008 0.422 -0.090 0.487 -0.08
H -3.9101 3.4223 -3.8931 0.044 0.036 -0.419 0.06
H -5.4757 4.0833 -4.4396 -0.071 0.032 0.220 0.08
H -5.3398 2.7419 -3.2232 -0.367 -0.126 -0.381 0.06
H -4.4316 5.5794 -2.6330 0.064 -0.016 -0.006 0.10
H -5.8604 4.7434 -2.0584 0.191 0.314 0.435 0.09
H -2.0450 3.5956 -0.5940 -0.430 -0.087 0.299 0.07
H -2.4430 2.8414 -2.0791 -0.392 -0.434 -0.282 0.11
H -2.0226 5.8188 -1.6809 0.161 0.052 0.072 0.08
H -0.8157 4.6623 -2.3235 0.053 -0.054 0.335 0.06
H -2.2079 5.0584 -3.2461 -0.291 -0.091 -0.033 0.06
H -4.1412 2.8529 0.5719 0.451 0.318 -0.373 0.07
H -4.8715 2.1757 -0.8900 0.383 -0.605 0.009 0.08
H -6.1935 4.4157 0.6510 0.115 0.297 -0.344 0.08
H -6.4325 2.7335 0.8361 -0.145 -0.250 -0.122 0.05
H -6.8395 3.4407 -0.7219 0.033 0.141 0.083 0.07
C -0.4271 -4.6831 5.7630 0.965 0.092 -0.407 -0.05
C 0.4983 -5.3796 4.7079 -1.045 0.596 0.919 -0.15
O 0.3824 -4.7968 3.3962 0.001 0.522 -1.214 0.02
C 0.6533 -3.5212 3.1506 0.840 0.136 2.639 -0.35
O 1.0220 -2.7125 3.9923 -0.475 -1.030 -1.714 0.12
C 0.4757 -3.0887 1.6781 -1.221 -2.712 0.641 -0.54
F -0.4796 -2.1906 1.6745 -0.780 0.557 -0.571 0.18
F 1.5847 -2.5758 1.2563 1.054 0.482 -0.924 0.20
F 0.0830 -4.1415 0.8531 0.703 1.512 0.940 0.12
H -0.1175 -3.6841 6.0701 0.432 0.019 -0.453 0.07
H -0.3692 -5.2381 6.6993 -0.483 -0.396 -0.200 0.08
H -1.4334 -4.5450 5.3673 -0.107 -0.536 0.175 0.07
H 0.1451 -6.3915 4.5093 0.034 0.054 0.235 0.12
H 1.5396 -5.4413 5.0239 0.016 0.335 -0.098 0.13
C -2.7688 -3.5452 -1.2593 -0.760 0.181 -0.443 -0.04
C -3.4231 -2.2731 -1.8088 1.033 0.206 0.724 -0.21
O -4.6945 -2.1765 -1.1865 -2.832 1.212 0.168 -0.01
C -5.4786 -1.0641 -1.3977 1.506 0.802 -2.029 -0.30
O -5.1575 -0.0726 -2.0358 -0.426 -1.881 1.330 0.13
C -6.9287 -1.2160 -0.8374 0.434 0.505 -0.189 -0.53
F -7.2565 -0.1604 -0.0541 0.075 -0.405 -0.945 0.15
F -7.8609 -1.3663 -1.8253 1.095 0.386 1.009 0.15
F -6.9232 -2.2739 -0.0782 -0.755 -1.236 0.802 0.18
H -2.6940 -3.5279 -0.1720 0.430 0.263 -0.108 0.06
H -1.8200 -3.7015 -1.7726 0.105 -0.016 0.313 0.07
H -3.4165 -4.3967 -1.4679 0.019 -0.078 -0.244 0.08
H -3.4990 -2.2845 -2.8961 -0.168 0.087 0.041 0.14
H -2.8861 -1.3887 -1.4660 0.367 0.011 -0.473 0.10
C 4.3282 -1.0399 -5.7933 -0.665 -0.401 -0.534 -0.06
C 4.0972 0.4561 -5.8343 2.257 -0.811 1.738 -0.22
O 2.7182 0.6656 -5.8249 -2.041 0.951 -0.001 0.03
C 2.1953 1.7575 -5.2502 2.227 1.835 0.185 -0.32
O 2.8429 2.7125 -4.7938 -2.077 -2.679 -1.059 0.12
C 0.6225 1.7523 -5.3179 1.044 -1.770 0.860 -0.55
F 0.1745 2.1897 -4.1417 -0.278 0.807 -0.192 0.16
F 0.2155 2.4559 -6.3454 -0.358 0.809 -0.108 0.21
F 0.1039 0.5136 -5.4466 0.387 0.231 -0.260 0.15
H 3.9323 -1.5414 -4.9102 -0.068 0.485 0.173 0.05
H 5.3807 -1.3212 -5.8265 -0.010 0.235 -0.321 0.09
H 3.7614 -1.4316 -6.6379 0.361 -0.496 -0.194 0.09
H 4.6599 0.8940 -6.6588 -0.644 0.306 -0.248 0.14
H 4.5337 0.8305 -4.9083 -0.098 0.605 -0.033 0.12
C -2.2507 0.4244 0.6996 -0.563 -1.104 0.081 -0.05
C -0.7542 0.4259 0.4285 -1.185 1.085 0.561 -0.16
O -0.5698 -0.2139 -0.8544 -0.104 -0.573 -0.972 0.05
C 0.6169 -0.5245 -1.3077 4.058 1.763 4.153 -0.30
O 1.6870 -0.1677 -0.6971 -3.867 -1.958 -2.823 0.06
C 0.6512 -1.4020 -2.5776 0.157 0.909 -0.763 -0.49
F 1.5985 -0.8663 -3.4007 -0.268 -0.969 0.754 0.14
F 0.9204 -2.7067 -2.3192 -0.149 1.338 -0.231 0.16
F -0.5010 -1.2934 -3.2407 0.040 -0.595 0.273 0.17
H -2.8976 0.9281 -0.0186 0.593 0.577 -0.203 0.07
H -2.4527 0.8164 1.6964 0.093 0.095 -0.027 0.07
H -2.6751 -0.5795 0.6847 0.244 -0.364 0.344 0.06
H -0.1905 -0.0675 1.2202 0.021 -0.077 -0.423 0.09
H -0.5171 1.4897 0.4460 0.901 -0.116 -0.702 0.11
C -2.4048 3.9145 2.2717 0.803 0.315 0.167 -0.02
C -2.0815 5.1734 3.0103 -1.165 0.790 0.598 -0.48
O -2.8920 5.6835 3.7731 1.232 -0.210 -0.657 0.06
C -0.6878 5.7240 2.7137 -0.413 0.151 0.440 -0.02
H -2.0800 4.0909 1.2462 -0.385 -0.342 -0.118 0.06
H -3.4354 3.5812 2.3933 0.245 0.120 -0.025 0.08
H -1.6727 3.2288 2.6982 -0.161 -0.650 -0.118 0.09
H 0.0512 4.9561 2.9423 0.068 -0.026 0.011 0.08
H -0.4893 6.6193 3.3029 -0.057 -0.094 -0.022 0.08
H -0.5853 5.9510 1.6525 -0.082 -0.023 -0.044 0.08
C 5.2322 -4.4643 -6.2400 -0.291 0.472 -0.413 -0.03
C 3.7330 -4.4257 -6.3917 -1.104 2.129 -0.608 -0.46
O 3.2321 -4.2842 -7.5107 0.505 -0.770 1.957 0.03
C 2.9204 -4.2811 -5.0747 0.709 -0.967 -0.905 -0.02
H 5.5937 -3.9892 -5.3280 -0.217 -0.482 0.299 0.06
H 5.5765 -3.8176 -7.0470 0.384 -0.543 -0.293 0.08
H 5.5339 -5.5064 -6.3454 0.460 0.142 0.015 0.09
H 2.7572 -3.2416 -4.7904 -0.131 0.017 -0.464 0.05
H 3.5501 -4.6785 -4.2787 -0.342 -0.258 0.143 0.06
H 1.9853 -4.8235 -5.2143 -0.072 0.173 0.323 0.08
C 4.0822 -3.0873 -0.8025 -0.584 -0.547 -0.491 -0.01
C 4.9204 -2.4282 -1.8704 1.376 0.546 -0.629 -0.45
O 5.1258 -2.8934 -2.9825 -0.693 -0.009 0.973 0.04
C 5.6175 -1.1371 -1.4518 -0.380 -0.287 -0.032 -0.01
H 4.5943 -3.1954 0.1536 0.270 0.021 -0.145 0.08
H 3.7563 -4.0533 -1.1882 0.159 -0.145 0.158 0.09
H 3.1617 -2.5497 -0.5749 0.132 0.455 -0.201 0.05
H 6.3050 -0.7112 -2.1826 -0.177 -0.367 -0.228 0.08
H 6.1733 -1.3375 -0.5358 -0.173 0.227 0.228 0.08
H 4.8222 -0.4145 -1.2691 0.049 0.199 0.350 0.07
C 2.7754 2.5056 -1.2978 0.074 0.960 0.034 -0.01
C 2.1260 3.4655 -0.2705 1.671 -0.645 -0.127 -0.43
O 0.9461 3.4137 -0.0426 -0.372 0.262 0.091 0.05
C 3.0725 4.4216 0.5128 -0.830 -0.592 0.006 -0.01
H 3.6672 2.9482 -1.7415 -0.076 0.327 -0.126 0.08
H 2.0534 2.2909 -2.0857 0.050 -0.100 0.114 0.06
H 3.1452 1.5729 -0.8719 -0.422 0.054 0.392 0.05
H 4.0499 3.9805 0.7088 -0.051 -0.114 -0.181 0.05
H 2.5777 4.6156 1.4644 0.054 0.144 0.011 0.07
H 3.2270 5.3745 0.0067 -0.113 -0.082 -0.218 0.08
```
Forces are in eV/Å.

Computed properties:
**SMILES**: CCOC(=O)C(F)(F)F.CCOC(=O)C(F)(F)F.CCOC(=O)C(F)(F)F.CCOC(=O)C(F)(F)F.CCN(CC)CC.CCN(CC)CC.CCN(CC)CC.CC(C)=O.CC(C)=O.CC(C)=O.CC(C)=O
**Gap between HOMO and LUMO**: 0.3028 Eh
**E_HOMO**: -0.289 hartree
**Net charge**: 0
**Calculated total energy**: -110794.0338 eV